[1]
Below is a cluster of 8 separate species, C30H49NO21 in total, with properties calculated with wB97M-V/def2-TZVPD.

Computed properties:
- Kohn-Sham gap (eV) = 9.993
- spin multiplicity = 1
- energy relative to the best compared isomer or geometry (same formula, charge and spin) (kJ/mol) = 467.7
- net charge = 0
- E_HOMO (eV) = -10.2
- structure (SMILES) = C[C@H]1COC(=O)O1.C[C@H]1COC(=O)O1.C[C@H]1COC(=O)O1.C[C@H]1COC(=O)O1.C[C@H]1COC(=O)O1.COC(=O)OC.COC(=O)OC.CCCC#N

Geometry (Å):
O 4.93371 -2.34836 -3.05364
O -1.38009 4.04301 4.87854
O 0.77672 6.07824 2.22127
O 1.09564 -6.37875 -2.71447
O 2.96640 -1.90821 0.77882
O -7.98505 -2.26373 -0.09325
O 1.85014 7.12002 0.29682
O 0.66552 -5.16002 -0.98396
O 1.43027 -1.08518 2.17842
O -3.12935 1.96821 -2.05462
O -0.97934 2.62174 2.95943
O 1.63551 4.88827 0.28233
O 0.79709 3.55137 4.19670
O -1.79574 2.75457 -0.49473
O -3.55314 1.26897 0.00707
O 1.13006 -0.67795 0.14273
O -6.93794 -4.13830 -0.38700
O -8.49695 -3.61911 -1.78487
O 0.04446 -4.40550 -2.86830
O 3.84743 -0.70470 -1.93785
O 3.05885 -2.84056 -1.94563
N 5.91756 2.27611 -2.70852
C -2.79145 2.01503 -0.79471
C 1.46719 8.45375 0.66145
C 4.79290 1.08072 1.93268
C -0.33749 -3.31768 -1.95728
C 1.28607 4.54302 4.94744
C 4.78331 -3.73646 -3.28446
C 0.58096 0.01333 2.23409
C -4.68912 -3.07312 0.08489
C -6.97219 -2.22273 0.94097
C -0.54156 3.38748 4.03832
C 0.31307 -3.91168 -0.72164
C -6.07391 -3.44909 0.54375
C -2.31275 2.42445 2.99495
C 0.06177 -0.04667 0.78500
C 3.97625 -1.92725 -2.25432
C 1.41144 6.06000 1.01082
C 3.57824 -4.02123 -2.39316
C 5.99440 1.07461 -0.30501
C -4.14095 0.97246 -2.25517
C 1.04963 3.68203 0.72215
C -3.44525 -0.05166 -3.25676
C 4.88998 1.71828 0.57398
C -7.86035 -3.40057 -0.80785
C 6.11524 -4.23463 -2.77306
C 5.98005 1.73366 -1.67017
C 0.63121 -5.36979 -2.19943
C 1.95333 -1.23595 1.07409
C -1.28173 -0.63963 0.53115
C -1.81302 -3.05473 -2.05967
C -4.45310 0.54724 -0.80350
H 1.22272 5.55403 4.65228
H -4.76683 -2.68110 -0.92908
H 0.09038 1.00511 0.31977
H -0.37072 -3.91027 0.14038
H 0.74679 8.56787 1.47895
H 3.97103 1.68534 0.06781
H -1.16836 -1.73344 0.74367
H 5.65764 1.13783 2.56152
H -4.31014 -0.41682 -0.88820
H -0.27577 -0.04145 2.90131
H -2.46510 1.40678 3.38321
H -5.07884 1.38032 -2.74218
H 2.40406 8.94725 0.92219
H 1.18408 -3.36377 -0.41504
H -2.43040 -0.19682 -3.16762
H -2.67657 2.61056 1.92093
H -2.22386 -2.41290 -1.32481
H -4.12391 -3.94946 0.04190
H 4.11014 1.69964 2.47523
H -2.98475 2.88433 3.74706
H 6.02082 -5.22025 -2.50917
H -5.99656 -3.99399 1.50822
H 6.43249 -3.55840 -2.05746
H 1.40576 3.60438 1.71914
H -2.31584 -4.07065 -2.02333
H 2.31742 4.25710 5.16161
H 0.77713 4.51043 5.90410
H -2.14783 -0.42108 1.19276
H 1.27715 2.74926 0.08010
H 0.32760 -2.38849 -2.13312
H -4.15649 -2.39740 0.83427
H 6.93111 1.27868 0.20173
H 6.91375 -4.33001 -3.51456
H 5.89396 0.05792 -0.50611
H -6.56234 -1.22354 0.94594
H -1.76144 -0.37790 -0.46444
H 1.17917 0.96707 2.48740
H -2.05152 -2.65977 -3.04203
H 0.98873 9.00974 -0.19831
H -3.96982 -1.04330 -3.25793
H -7.54182 -2.31621 1.85923
H 0.01567 3.67360 0.90519
H 5.05523 2.76784 0.57557
H 4.43354 -3.92971 -4.32210
H -3.59579 0.31833 -4.32041
H -5.56690 0.79736 -0.62729
H 2.79643 -4.48773 -3.01113
H 3.85668 -4.81612 -1.65336
H 4.48819 0.01647 1.92139


[2]
Below is a structure of composition C30H50BrIrN4O10P2S3, with properties calculated with wB97M-V/def2-TZVPD.

Computed properties:
- Kohn-Sham gap (alpha / beta) (eV) = 7.827 / 6.279
- spin multiplicity = 6
- energy relative to the best compared isomer or geometry (same formula, charge and spin) (kJ/mol) = 0.0
- net charge = +1
- E_HOMO (alpha / beta) (eV) = -10.7 / -11.1

Geometry (Å):
Ir 0.15827 -0.72401 0.10814
Br 2.65463 -1.81427 -2.54837
S 2.60753 -1.14303 0.79167
S 2.27473 -0.32211 4.13382
S 0.75555 -3.18380 1.12274
P -0.17779 1.32334 -1.77541
P 3.47768 -0.60174 2.65709
O -5.91127 2.67392 2.80790
O -0.22704 2.88256 -1.92104
O -1.76697 -1.48297 0.72320
O 4.44377 0.57726 2.26143
O -0.11902 0.82965 -3.25812
O 1.10812 0.79343 -1.10694
O -0.20543 0.46904 2.00571
O -7.20869 1.28194 1.79818
O -1.32748 0.75722 -0.95937
O 4.45190 -1.79504 2.93346
N -0.15393 -2.32388 3.45531
N -0.03167 -2.08753 -1.89919
N -1.33676 -4.06369 2.40661
N -6.11637 1.67150 2.15424
C -4.95757 0.85352 1.78796
C -2.39084 -4.37132 3.36772
C 5.80819 -2.08870 2.45255
C -3.71005 1.24234 2.18811
C -0.67901 -3.63914 -4.09587
C -4.07150 -1.07988 0.68561
C -2.75447 -0.71015 1.05230
C -0.50307 3.87885 -0.87073
C -1.00154 1.22733 -4.36922
C -1.31507 0.94519 2.27215
C -0.15434 5.20045 -1.52973
C -0.35480 -3.17084 2.47475
C 6.80944 -1.24083 3.20774
C 2.96630 2.55350 2.48181
C -1.28556 -2.51191 -2.10730
C 5.93097 -1.98073 0.94785
C -0.95405 0.04304 -5.31590
C -1.67104 -3.28683 -3.18865
C 4.17751 1.94597 1.81002
C 0.88874 -2.41235 -2.79690
C -2.41383 1.46581 -3.86201
C 4.09739 1.96780 0.29689
C -2.59277 0.47583 1.82698
C 0.39692 3.60722 0.32015
C -1.97767 3.81825 -0.50434
C 0.61492 -3.19290 -3.90850
C -0.40544 2.46810 -5.00920
C -3.10442 -3.70653 -3.35291
C -1.03797 -1.92621 4.54568
C -5.14950 -0.31291 1.03843
H -3.59317 2.14529 2.77370
H -3.45438 -4.26005 -2.48047
H -1.33286 1.82663 2.93078
H 3.05201 2.51763 3.56652
H 1.44258 3.58917 0.01142
H -6.15414 -0.58692 0.74843
H -0.65496 -0.97947 4.92125
H -1.99204 -4.42916 4.37508
H 0.26529 4.39662 1.06170
H -0.34153 6.02045 -0.83612
H 1.40738 -3.43770 -4.59959
H -2.78368 0.59429 -3.32049
H -4.20297 -1.98392 0.10546
H 7.81561 -1.60748 3.00246
H 2.05014 2.03856 2.18766
H 0.70607 -1.77169 3.39788
H 5.91785 -3.13183 2.74683
H 2.89236 3.59660 2.17143
H 0.16278 2.65218 0.79148
H -2.05403 -1.76971 4.19006
H -3.06952 1.65593 -4.71187
H -3.75306 -2.83800 -3.47655
H 6.75185 -0.19796 2.90053
H -2.59549 4.01592 -1.38110
H -2.23927 2.83877 -0.10675
H -3.20167 -3.64443 3.32711
H 4.95035 1.45053 -0.14271
H -0.39503 3.30242 -4.31005
H -1.38479 -4.53940 1.52009
H -2.78839 -5.35019 3.11314
H 6.63272 -1.30653 4.28040
H -1.00203 2.74885 -5.87802
H 6.93513 -2.29985 0.66605
H 3.17517 1.51243 -0.06801
H 5.21358 -2.62448 0.44103
H 0.89656 5.21872 -1.81782
H -2.45935 2.33096 -3.19944
H -2.00079 -2.21746 -1.35076
H -1.03214 -2.63979 5.36708
H 5.79461 -0.95372 0.60788
H -1.38798 -0.83646 -4.84085
H -1.51910 0.26597 -6.22094
H 4.12155 3.00349 -0.04726
H 0.61421 2.27100 -5.33984
H -2.19989 4.57987 0.24437
H -0.91961 -4.25085 -4.95681
H -0.76538 5.35609 -2.41874
H 0.07748 -0.17759 -5.59277
H -3.22877 -4.34441 -4.22584
H 5.07516 2.47092 2.13646


[3]
Below is a structure of composition C30H50Cl3MgN4O4Si, with properties calculated with wB97M-V/def2-TZVPD.

Computed properties:
- Kohn-Sham gap (eV) = 2.969
- spin multiplicity = 1
- energy relative to the best compared isomer or geometry (same formula, charge and spin) (kJ/mol) = 35.3
- net charge = -1
- E_HOMO (eV) = -1.1

Geometry (Å):
Cl -2.03657 1.97263 0.87514
Cl -0.06968 0.16784 -1.04701
Cl 1.36258 2.79791 -1.56918
Si -0.32956 1.51163 -3.11880
Mg 0.30810 1.80391 0.41917
O -0.62774 -1.45421 -3.30135
O -2.21847 -2.31114 3.97810
O 3.12938 0.14363 -0.27201
O 0.95401 3.25109 1.69371
N -1.31154 -1.42764 5.88377
N 0.23721 5.19605 2.67054
N 3.00574 -1.42845 -1.95772
N 0.73540 0.24300 2.00715
C -2.18425 -2.53447 -4.99596
C 3.09111 -1.02834 -0.64876
C -1.43650 2.93930 -2.50334
C 0.09060 -2.79916 -0.89376
C 0.06095 3.95058 2.23456
C 3.36289 -2.79645 -2.31912
C -0.50173 -3.96342 -3.70585
C -0.31374 -0.32847 2.62465
C 1.58179 5.75874 2.70416
C 0.41103 -3.39668 0.32014
C -0.90138 6.10579 2.78413
C -0.88666 -0.11168 6.39873
C 1.96529 -0.03086 2.43755
C -1.33066 -1.64744 4.51689
C -1.64146 -2.02571 -2.54180
C -3.73853 -1.45035 6.54167
C -1.25553 -2.79957 -3.82311
C 1.05496 2.00272 -4.33796
C -0.26436 -0.19648 7.78490
C -0.73411 -5.19194 -4.49121
C -2.38134 -2.08270 6.67797
C 1.14756 -1.44863 4.19537
C -2.21743 -2.58140 -0.18322
C 2.22418 -0.89292 3.51528
C -0.14369 -1.11309 3.76879
C 3.07649 -0.44032 -3.02497
C -0.57263 -3.53671 1.30799
C -1.86384 -3.07420 1.06228
C -1.25017 -2.49194 -1.19974
C -1.56083 0.72042 -4.30356
H -1.76645 0.55716 6.44080
H 0.76137 1.69385 -5.34994
H 1.56683 6.60155 3.39700
H -0.29049 -6.05657 -3.98230
H -3.20166 -2.33112 -4.62892
H 1.43138 -3.75059 0.49590
H 2.04145 1.58274 -4.12505
H 0.30962 -3.99431 -2.98734
H -2.33704 2.97930 -3.13564
H -1.77132 2.78890 -1.46269
H -2.41428 -3.12431 6.34490
H 0.61475 -0.84977 7.78547
H 4.32014 -2.80613 -2.86731
H -1.86302 -1.66559 -5.57905
H 2.11332 -0.40540 -3.54931
H -0.93066 3.91256 -2.57156
H -2.24505 -3.39462 -5.67237
H -4.07066 -1.49574 5.50106
H 1.27810 -2.12348 5.04264
H -2.62685 -1.54655 -2.63228
H 1.88295 6.12207 1.71133
H 3.25423 -1.08840 3.78883
H -4.44881 -2.01175 7.15281
H 0.06612 0.80698 8.07499
H -0.16413 0.32969 5.70186
H -2.02839 1.54761 -4.86044
H -0.97591 -0.55096 8.53751
H 2.29207 4.99846 3.04476
H -0.34478 -4.00730 2.26042
H 3.11342 -1.88837 0.05676
H -2.36582 0.17907 -3.79856
H -2.61287 -3.11664 1.84656
H 1.14873 3.09833 -4.35510
H 2.58875 -3.22574 -2.97276
H 2.78833 0.43358 1.89437
H 3.29362 0.53674 -2.58444
H 3.84724 -0.75148 -3.73919
H -1.81239 5.49627 2.75224
H -2.02775 -2.04099 7.70989
H -0.83775 6.66013 3.72941
H -0.28086 -5.13834 -5.49050
H 3.44498 -3.39619 -1.40290
H -1.30081 -0.10846 2.21308
H -0.95891 3.54349 2.34947
H -1.05130 0.07490 -5.02451
H 0.87042 -2.54674 -1.62056
H -0.91054 6.83511 1.95850
H -3.23126 -2.23250 -0.40915
H -1.80393 -5.42554 -4.61152
H -3.73323 -0.41059 6.88032